[1]
Formula: C35H65BBr2N6OPS3
Source: the Open Molecules 2025 dataset
Level of theory: ωB97M-V/def2-TZVPD

The geometry in ORCA input format:
```
! RIJCOSX wB97M-V def2-TZVPD def2/J DEFGRID3
* xyz -1 1
C -0.77 -3.84 2.92
C -0.34 -2.71 1.88
C 1.02 -2.06 2.40
C 0.95 -0.45 2.56
O 0.90 -0.20 3.96
B 0.42 1.18 4.26
C 1.36 2.25 3.42
C 0.68 2.88 2.13
C 1.88 3.36 1.15
S 1.48 3.18 -0.64
C 2.17 1.57 -1.24
S 3.26 0.67 -0.32
N 1.71 1.10 -2.54
C 2.77 0.39 -3.29
C 4.08 1.27 -3.55
C 0.63 0.07 -2.30
C -0.66 0.63 -1.57
P 0.88 1.43 6.17
S 1.21 -0.36 6.98
C -1.20 1.37 4.05
Br -2.41 -0.09 3.45
C -1.87 2.57 4.32
C -3.45 2.69 4.09
Br -0.99 4.18 4.99
H -1.83 -4.20 2.81
H -0.57 -3.56 4.00
H -0.11 -4.76 2.74
H -0.08 -3.26 0.91
H -1.16 -1.98 1.63
H 1.34 -2.47 3.41
H 1.84 -2.32 1.65
H 1.91 -0.08 2.06
H 0.09 -0.02 1.96
H 2.39 1.81 3.21
H 1.56 3.13 4.13
H -0.05 2.20 1.60
H 0.10 3.84 2.34
H 2.84 2.80 1.36
H 2.10 4.46 1.35
H 3.01 -0.64 -2.86
H 2.34 0.17 -4.33
H 4.32 1.39 -4.65
H 4.94 0.70 -3.06
H 4.04 2.29 -3.06
H 1.08 -0.81 -1.73
H 0.30 -0.25 -3.34
H -0.47 1.14 -0.59
H -1.33 -0.26 -1.35
H -1.26 1.31 -2.26
H -0.32 1.90 6.80
H 2.00 2.30 6.35
H -3.74 2.50 3.01
H -4.03 2.06 4.83
H -3.75 3.77 4.29
C 0.84 4.45 -6.48
C -0.48 4.75 -5.77
C -0.32 4.89 -4.25
C 0.20 3.61 -3.68
N 0.62 2.61 -3.23
H 1.26 3.49 -6.16
H 0.68 4.39 -7.56
H 1.58 5.23 -6.28
H -1.20 3.96 -6.00
H -0.89 5.68 -6.17
H -1.28 5.12 -3.79
H 0.37 5.70 -4.01
C -0.96 7.64 -10.37
C 0.46 8.14 -10.13
C 1.14 7.44 -8.95
C 0.38 7.68 -7.70
N -0.22 7.86 -6.72
H -1.61 7.83 -9.52
H -1.40 8.14 -11.23
H -0.97 6.56 -10.57
H 0.43 9.22 -9.95
H 1.05 7.98 -11.03
H 2.16 7.82 -8.83
H 1.21 6.36 -9.13
C -4.23 -8.64 4.24
C -3.76 -7.42 5.02
C -3.18 -6.33 4.12
C -2.00 -6.85 3.38
N -1.09 -7.27 2.80
H -3.41 -9.13 3.72
H -4.67 -9.38 4.92
H -5.00 -8.37 3.51
H -3.01 -7.73 5.75
H -4.60 -7.01 5.58
H -2.87 -5.47 4.72
H -3.93 -5.98 3.40
C 7.63 -1.13 -2.06
C 9.02 -1.56 -2.54
C 9.47 -0.81 -3.80
C 8.51 -1.08 -4.92
N 7.78 -1.28 -5.79
H 6.86 -1.35 -2.80
H 7.37 -1.67 -1.15
H 7.61 -0.06 -1.85
H 9.01 -2.63 -2.74
H 9.74 -1.38 -1.75
H 10.46 -1.14 -4.10
H 9.51 0.27 -3.62
C -8.66 -5.77 6.25
C -8.38 -7.08 6.98
C -7.66 -6.88 8.31
C -6.34 -6.22 8.08
N -5.32 -5.71 7.91
H -7.73 -5.25 5.99
H -9.20 -5.96 5.32
H -9.27 -5.10 6.87
H -7.79 -7.73 6.33
H -9.33 -7.60 7.16
H -7.50 -7.84 8.80
H -8.26 -6.26 8.99
*
```

The frontier orbital gap is 5.577 eV. For the HOMO energy, the calculation gives -3.911 eV.


[2]
Formula: C35H65Cl12F2LiO22
Source: the Open Molecules 2025 dataset
Level of theory: ωB97M-V/def2-TZVPD

The geometry in ORCA input format:
```
! RIJCOSX wB97M-V def2-TZVPD def2/J DEFGRID3
* xyz 0 1
Li 1.70 1.60 1.38
C -0.52 -1.43 -0.38
C -0.39 -0.35 0.67
O 0.87 0.18 0.81
H 0.15 -2.20 -0.13
H -0.27 -1.07 -1.35
H -1.53 -1.85 -0.33
H -0.77 -0.73 1.64
H -0.97 0.49 0.24
Cl -4.00 -3.90 -0.13
C -5.41 -3.10 -0.91
C -5.26 -3.14 -2.37
Cl -4.01 -1.95 -2.99
H -5.51 -2.10 -0.47
H -6.31 -3.68 -0.67
H -6.16 -2.92 -2.97
H -4.96 -4.10 -2.77
Cl -1.57 -6.86 0.32
C -1.84 -6.99 -1.45
C -0.72 -6.39 -2.27
Cl -0.56 -4.66 -2.12
H -2.83 -6.58 -1.59
H -1.87 -8.02 -1.75
H -0.85 -6.72 -3.30
H 0.26 -6.80 -2.02
Cl -2.00 -3.10 5.01
C -0.56 -4.00 5.19
C 0.20 -4.23 3.90
Cl 1.51 -5.40 4.22
H -0.94 -4.98 5.57
H 0.14 -3.53 5.87
H 0.60 -3.30 3.55
H -0.35 -4.73 3.08
Cl 0.94 3.14 -2.56
C -0.08 1.87 -1.74
C -1.13 1.24 -2.63
Cl -0.37 0.18 -3.74
H -0.51 2.33 -0.87
H 0.56 1.16 -1.24
H -1.73 1.91 -3.23
H -1.81 0.62 -2.03
Cl -4.08 2.84 -5.30
C -4.52 1.14 -5.28
C -4.55 0.37 -6.56
Cl -5.87 0.95 -7.68
H -5.41 1.21 -4.69
H -3.88 0.61 -4.58
H -4.70 -0.75 -6.50
H -3.63 0.55 -7.07
Cl 2.92 0.39 -6.89
C 3.91 0.81 -5.41
C 4.44 -0.41 -4.69
Cl 3.19 -1.17 -3.71
H 3.20 1.37 -4.81
H 4.68 1.42 -5.85
H 5.28 -0.12 -4.07
H 4.81 -1.12 -5.40
C 0.00 -4.37 -5.86
C -0.91 -3.17 -6.08
O -2.06 -3.60 -5.31
C -2.05 -4.92 -5.05
O -2.92 -5.54 -4.59
O -0.87 -5.48 -5.59
F -1.31 -3.01 -7.31
H 0.70 -4.28 -5.07
H 0.57 -4.61 -6.80
H -0.60 -2.25 -5.61
C 3.07 -2.82 -0.48
C 2.67 -2.23 0.88
O 3.88 -1.83 1.47
C 4.92 -1.78 0.57
O 6.00 -1.29 0.74
O 4.44 -2.34 -0.58
F 2.04 -3.20 1.62
H 2.55 -2.47 -1.34
H 2.91 -3.86 -0.25
H 2.01 -1.40 0.82
C -1.30 2.54 2.41
O -1.00 3.95 2.28
C 0.03 4.29 1.54
O 0.82 3.55 0.98
O -0.01 5.59 1.45
C 0.79 6.33 0.51
H -2.38 2.42 2.55
H -0.88 2.04 3.26
H -1.01 2.05 1.51
H 0.33 7.29 0.68
H 0.63 5.97 -0.50
H 1.80 6.37 0.83
C 2.79 4.27 5.08
O 2.37 5.55 5.55
C 1.83 6.24 4.62
O 1.75 5.94 3.48
O 1.20 7.33 5.13
C 0.54 8.03 4.10
H 1.89 3.78 4.65
H 3.27 3.80 6.01
H 3.54 4.39 4.33
H 1.20 8.67 3.46
H -0.10 8.80 4.61
H -0.12 7.52 3.42
C 4.29 -0.33 4.74
O 3.57 0.92 4.56
C 2.27 0.91 4.09
O 1.80 1.75 3.39
O 1.68 -0.18 4.55
C 0.39 -0.41 4.05
H 5.20 -0.04 5.24
H 4.62 -0.76 3.80
H 3.71 -1.10 5.17
H 0.46 -0.52 3.00
H -0.34 0.38 4.26
H 0.04 -1.32 4.53
C 5.24 3.48 2.42
O 5.44 3.06 1.02
C 4.55 2.27 0.46
O 3.57 1.82 0.97
O 4.82 2.07 -0.82
C 3.96 1.04 -1.40
H 5.93 4.31 2.54
H 5.51 2.68 3.13
H 4.19 3.70 2.55
H 4.57 0.15 -1.59
H 3.59 1.42 -2.34
H 3.01 0.86 -0.84
C -6.64 2.35 2.30
O -5.29 1.83 2.13
C -5.08 0.75 1.39
O -5.94 0.33 0.71
O -3.85 0.28 1.66
C -3.68 -1.06 1.23
H -7.18 1.75 3.05
H -7.13 2.28 1.34
H -6.52 3.39 2.48
H -4.41 -1.81 1.34
H -2.74 -1.41 1.64
H -3.58 -1.02 0.11
*
```

The frontier orbital gap is 8.578 eV. For the HOMO energy, the calculation gives -8.224 eV.


Number 1: LUMO level 1.666 eV, DFT total energy -230889.5788 eV. Number 2: LUMO level 0.354 eV, DFT total energy -238304.8598 eV.